1.
The following is a quantum chemistry calculation of a single C30H36N2O6 molecule, from OMol25.

E_tot (Eh): -1725.8360
Structure (SMILES): CCOC(=O)C1CCN(C(=O)c2ccccc2-c2ccccc2C(=O)N2CCC(C(=O)OCC)CC2)CC1
Relative energy (zero: lowest compared OMol25 entry of this formula, charge and spin) (kcal/mol): 0.00

The geometry in ORCA input format:
```
! wB97M-V def2-TZVPD RIJCOSX def2/J DEFGRID3
* xyz 0 1
C -4.911 3.708 1.266
C -3.861 2.862 1.971
H -4.023 1.798 1.789
H -3.871 3.063 3.048
O -2.557 3.136 1.461
C -1.869 4.128 2.034
O -2.268 4.773 2.968
C -0.539 4.349 1.342
C 0.220 3.035 1.149
H 0.478 2.592 2.110
H -0.420 2.335 0.615
C 1.503 3.256 0.348
N 1.216 3.920 -0.901
C 1.483 3.449 -2.134
O 1.228 4.082 -3.147
C 2.154 2.111 -2.229
C 3.509 2.076 -2.530
C 4.159 0.869 -2.713
C 3.447 -0.315 -2.618
C 2.096 -0.288 -2.327
C 1.434 0.919 -2.122
C 0.002 0.927 -1.776
C -0.909 1.705 -2.484
C -2.248 1.712 -2.134
C -2.696 0.943 -1.073
C -1.802 0.160 -0.366
C -0.457 0.138 -0.716
C 0.528 -0.592 0.146
O 1.333 0.020 0.831
N 0.455 -1.939 0.149
C -0.411 -2.748 -0.675
H -1.004 -2.109 -1.330
C -1.326 -3.611 0.197
H -1.907 -4.271 -0.447
H -2.014 -2.970 0.752
C -0.510 -4.440 1.193
C 0.264 -5.546 0.490
O 0.284 -5.745 -0.697
O 0.917 -6.299 1.374
C 1.683 -7.387 0.849
C 2.261 -8.171 2.011
H 1.461 -8.554 2.639
H 2.900 -7.532 2.614
H 2.846 -9.004 1.634
H 2.474 -6.983 0.207
H 1.030 -8.010 0.229
C 0.445 -3.535 1.983
C 1.306 -2.711 1.027
H 1.938 -2.009 1.574
H 1.940 -3.372 0.424
H 1.080 -4.139 2.631
H -0.141 -2.857 2.607
H -1.184 -4.940 1.898
H 0.205 -3.410 -1.295
H -2.140 -0.425 0.477
H -3.740 0.953 -0.797
H -2.943 2.323 -2.691
H -0.563 2.302 -3.314
H 1.539 -1.212 -2.278
H 3.944 -1.261 -2.775
H 5.215 0.852 -2.938
H 4.051 3.007 -2.618
C 0.537 5.188 -0.752
C -0.793 4.988 -0.031
H -1.298 5.948 0.085
H -1.428 4.324 -0.620
H 0.380 5.595 -1.753
H 1.174 5.874 -0.180
H 1.979 2.293 0.167
H 2.192 3.887 0.926
H 0.042 5.039 1.962
H -4.740 4.761 1.475
H -4.860 3.550 0.191
H -5.901 3.435 1.620
*
```

Atom charges from the Mulliken analysis, given in e for atoms 1 to 4: -1.22 -0.39 0.34 0.40

=====

2.
The following is a quantum chemistry calculation of a single C2H5NO molecule in a non-equilibrium geometry, from OMol25.

E_tot (Eh): -209.0820
Structure (SMILES): C[C@@H]1NO1
Relative energy (zero: lowest compared OMol25 entry of this formula, charge and spin) (kcal/mol): 88.08

The geometry in ORCA input format:
```
! wB97M-V def2-TZVPD RIJCOSX def2/J DEFGRID3
* xyz 0 1
C 0.118 0.245 0.656
C -0.791 -0.408 -0.422
N 1.298 0.852 0.204
O 1.400 -0.401 0.921
H -0.326 0.763 1.557
H -1.339 0.198 -1.185
H -1.770 -0.723 -0.055
H -0.252 -1.193 -0.955
H 1.662 0.666 -0.720
*
```

Atom charges from the Mulliken analysis, given in e for atoms 1 to 4: 0.40 -1.07 -0.45 -0.34

=====

3.
The following is a quantum chemistry calculation of a single C4H13N2 molecule in a non-equilibrium geometry, from OMol25.

E_tot (Eh): -269.5915
Relative energy (zero: lowest compared OMol25 entry of this formula, charge and spin) (kcal/mol): 30.48

The geometry in ORCA input format:
```
! wB97M-V def2-TZVPD RIJCOSX def2/J DEFGRID3
* xyz 0 2
C -1.819 1.266 -0.227
C -0.711 0.386 0.357
C 0.593 0.729 -0.337
C 1.878 -0.012 0.112
N 1.725 -1.469 0.049
N -1.103 -1.070 0.183
H -1.915 1.250 -1.325
H -2.801 0.990 0.157
H -1.635 2.284 0.065
H -0.603 0.551 1.429
H 0.668 1.826 -0.222
H 0.475 0.604 -1.428
H 2.687 0.429 -0.469
H 1.986 0.212 1.182
H 1.985 -1.851 -0.848
H 2.252 -1.927 0.784
H -1.864 -1.345 0.931
H -1.550 -1.230 -0.729
H -0.246 -1.623 0.334
*
```

Atom charges from the Mulliken analysis, given in e for atoms 1 to 4: -1.52 -0.60 -0.90 -0.65